Molecular formula: C4H14NO3
Method: DFT, ωB97M-V/def2-TZVPD

Last column: Mulliken charge in e.
Positions of all 22 atoms, in Å:
C -1.230 -0.268 -1.688  -0.68
O -2.364 -0.773 -1.212  -0.55
C -0.114 0.002 -0.533  0.13
C 0.854 1.212 -0.772  -0.67
C 1.629 1.318 0.550  -0.44
O 0.703 1.614 1.503  -0.50
N -0.868 -0.017 0.866  -0.34
H -1.357 0.677 -2.147  0.41
H -0.846 -0.909 -2.496  0.35
H -2.829 0.033 -0.922  0.38
H 0.486 -0.914 -0.491  0.11
H 0.214 2.055 -1.034  0.40
H 1.569 1.112 -1.560  0.40
H 2.436 2.091 0.294  0.37
H 2.120 0.223 0.773  0.23
H 1.051 1.973 2.273  0.29
H -1.834 -0.516 0.866  0.35
H -0.096 -0.192 1.484  0.43
H -1.189 0.855 1.275  0.32
H 1.220 -2.899 0.679  0.32
H 0.148 -3.776 1.271  0.29
O 0.298 -2.902 1.021  -0.60

Cartesian forces, eV/Å:
C 4.131 0.747 -0.354
O -2.838 0.106 1.623
C -0.958 -1.214 -1.751
C -1.833 -1.225 1.923
C 2.729 -1.127 -2.573
O -1.279 0.473 -0.119
N -2.043 0.320 -1.510
H -0.403 1.215 -0.641
H 0.300 -0.031 0.632
H -0.748 -0.900 -0.187
H -0.243 0.208 0.372
H 0.361 0.487 0.456
H 0.148 -0.814 -0.749
H -0.843 -0.949 1.346
H -0.688 2.644 -0.575
H 1.293 1.110 2.164
H 2.795 -0.643 -0.244
H -0.355 -1.437 0.991
H 0.422 0.947 -0.821
H -0.918 -0.143 0.386
H -0.503 -2.362 0.717
O 1.474 2.587 -1.088

Output
**Orbital gap**: 11.351 eV
**2S+1**: 1
**Highest occupied orbital energy**: -14.48 eV
**E_LUMO**: -3.1 eV
**ΔE to the lowest compared entry with this formula, charge and spin**: 245.0 kJ/mol
**Energy**: -440.965100 hartree
**Total charge**: +1